a:
Below is an isolated molecule of C5H7Cl, with properties calculated with the ωB97M-V functional and the def2-TZVPD basis.

Structure (XYZ):
```
13
C5H7Cl, DFT the ωB97M-V functional and the def2-TZVPD basis
C 0.145 2.380 1.134
C 0.313 1.182 0.919
C 0.651 -0.264 0.967
C -0.154 -1.089 -0.175
C -0.199 -0.443 -1.510
Cl -1.928 -1.101 0.158
H -0.253 3.339 1.291
H 0.441 -0.735 1.929
H 1.704 -0.348 0.742
H 0.093 -2.105 -0.054
H -1.007 -0.893 -2.034
H 0.770 -0.452 -2.009
H -0.577 0.530 -1.358
```

Properties
**SMILES**: C#CC[C@H](C)Cl
**LUMO**: 0.90 eV
**Molar mass**: 102.6 u
**Spin multiplicity**: 1

---

b:
Below is an isolated molecule of C5H7Cl, with properties calculated with the ωB97M-V functional and the def2-TZVPD basis.

Structure (XYZ):
```
13
C5H7Cl, DFT the ωB97M-V functional and the def2-TZVPD basis
C -0.676 1.092 -0.083
C -3.384 0.905 -0.019
C 0.610 0.621 0.046
C -1.966 0.318 -0.259
C 1.140 -0.713 0.040
Cl -4.475 -0.307 -0.003
H 1.502 1.468 -0.071
H -2.026 -0.782 0.137
H -2.155 0.179 -1.283
H -0.697 2.136 -0.130
H 1.537 -1.032 1.075
H 2.111 -0.869 -0.603
H 0.487 -1.567 -0.352
```

Properties
**LUMO**: -0.23 eV
**Molar mass**: 102.6 u
**Spin multiplicity**: 1

---

c:
Below is an isolated molecule of C5H7Cl, with properties calculated with the ωB97M-V functional and the def2-TZVPD basis.

Structure (XYZ):
```
13
C5H7Cl, DFT the ωB97M-V functional and the def2-TZVPD basis
C 0.992 -1.923 -0.189
C 0.715 -0.640 -0.114
C 1.102 0.798 0.094
C -0.273 0.416 -0.382
C -1.472 0.710 0.424
Cl -0.836 0.904 -1.987
H 0.202 -2.586 -0.557
H 1.839 -2.295 0.346
H 1.336 1.234 1.119
H 1.848 1.027 -0.592
H -1.767 1.757 0.282
H -1.333 0.360 1.484
H -2.354 0.238 0.073
```

Properties
**SMILES**: C=C1C[C@@]1(C)Cl
**LUMO**: 0.95 eV
**Molar mass**: 102.6 u
**Spin multiplicity**: 1

---

Most stable to least stable, the ends of the list are a and b.

---

a:
Below is a cluster of 2 separate species, H3NOPS in total, with properties calculated with the ωB97M-V functional and the def2-TZVPD basis.

Structure (XYZ):
```
7
H3NOPS, DFT the ωB97M-V functional and the def2-TZVPD basis
N -2.954 0.490 0.190
O -3.693 -0.431 0.618
P 1.624 -0.104 0.122
S 2.422 1.527 -0.744
H -1.954 0.203 -0.013
H 1.817 -1.017 -0.903
H 2.738 -0.668 0.730
```

Properties
**Charge**: -1
**LUMO**: 2.03 eV
**Molar mass**: 96.1 u
**Spin multiplicity**: 1

---

b:
Below is a cluster of 2 separate species, H3NOPS in total, with properties calculated with the ωB97M-V functional and the def2-TZVPD basis.

Structure (XYZ):
```
7
H3NOPS, DFT the ωB97M-V functional and the def2-TZVPD basis
N 0.073 -0.744 -1.183
O 1.131 -0.516 -1.858
P -0.674 1.136 1.148
S -0.470 -2.152 -0.756
H -0.558 -0.362 1.116
H -0.084 0.962 -0.216
H 0.582 1.675 1.749
```

Properties
**Charge**: -1
**LUMO**: 4.17 eV
**Molar mass**: 96.1 u
**Spin multiplicity**: 1

---

Most stable to least stable, the ends of the list are a and b.